Density functional theory data (ωB97M-V/def2-TZVPD) for the molecule C7H7ClF2O.

```
18
Properties=species:S:1:pos:R:3:forces:R:3:lowdin_spin:R:1
C 0.40358 -1.01680 -0.57874 5.4 4.1 0.6 0.25
C 1.04277 0.25366 -0.27232 4.1 -9.1 -0.9 0.27
C -0.86202 -0.93532 -0.28124 -4.7 -2.9 1.2 0.45
C -2.13715 -0.85443 -0.12357 -0.1 0.5 -0.3 0.09
C 0.25882 1.28647 -0.43917 -4.0 6.6 -0.1 0.48
C -2.95680 -1.43854 0.95953 0.5 -2.2 1.2 0.03
C 3.05577 1.35875 0.05545 -1.1 4.5 1.2 0.01
O 2.42564 0.16632 -0.09453 -2.7 -0.5 -0.8 0.09
F -0.94071 1.26857 -1.07065 1.8 0.9 -0.2 0.11
F 0.63430 2.53653 -0.15858 -0.6 -0.2 0.0 0.11
Cl 1.40236 -2.30019 -1.07144 -0.2 -0.7 0.1 0.07
H -2.63683 -0.40857 -0.95776 -0.8 0.5 -0.6 0.03
H -3.87051 -0.99674 1.38556 0.6 0.6 -0.5 0.00
H -2.25044 -1.72613 1.78505 -0.9 0.3 -0.5 0.00
H -3.28049 -2.40385 0.51817 -0.1 0.2 0.4 0.00
H 4.07424 1.20515 -0.00318 2.2 -0.5 0.0 0.00
H 2.83040 1.86464 1.10577 0.4 -1.0 -2.0 0.00
H 2.80708 2.14048 -0.75835 0.3 -1.3 1.2 0.00
```
Positions in Å, forces in eV/Å.

Its charge is 0. As for the spin multiplicity: 3. The HOMO energy (alpha / beta) comes out at -0.188 / -0.334 Ha. Its HOMO-LUMO gap (alpha / beta) is 5.8 / 6.9 eV.